[1]
This record from the Open Molecules 2025 dataset describes a molecular structure, C19H26ClN2O4PtSSi. The level of theory is ωB97M-V/def2-TZVPD.

Gap between HOMO and LUMO (spin up / spin down) (eV): 3.969 / 3.912
Highest occupied orbital energy (spin up / spin down) (eV): -1.445 / -1.388
Total charge: -1

XYZ file:
```
55
Properties=species:S:1:pos:R:3:forces:R:3
Pt -0.494885 -0.135816 -0.211889 -15.4 1.5 -0.6
Cl 1.029515 8.368484 0.251511 0.0 0.5 0.1
C 1.066315 6.660084 0.030111 0.0 -0.9 -0.1
C 2.214515 6.053184 -0.473189 -0.1 -0.4 0.0
C 2.242015 4.667684 -0.651889 -0.3 0.0 0.2
C 1.126315 3.875384 -0.330789 0.0 0.0 -0.2
C -0.020285 4.511684 0.175411 0.2 0.1 -0.1
C -0.052385 5.896884 0.355811 0.1 -0.5 -0.1
C 1.158715 2.370484 -0.525789 -4.1 1.9 1.5
O 2.232315 1.871184 -0.988089 -3.2 8.0 -1.1
O 0.109715 1.724884 -0.211889 4.1 5.6 0.6
H 3.089415 6.641584 -0.728889 -0.2 0.0 0.1
H 3.136515 4.185984 -1.044989 -0.2 0.1 0.1
H -0.891385 3.908384 0.428011 0.2 0.1 -0.1
H -0.949985 6.363184 0.748211 0.1 0.1 0.0
C 2.280215 -2.235216 1.528011 0.4 -0.4 0.5
Si 0.881215 -3.024116 0.576611 1.1 1.3 -0.4
C -0.266885 -3.903016 1.757211 -0.1 -0.8 0.7
C 1.589715 -4.249316 -0.640689 0.2 -0.6 -0.1
O 0.077915 -1.898816 -0.211889 3.4 -7.0 0.0
H 2.843215 -3.019216 2.074811 -0.1 0.4 0.0
H 1.868015 -1.502916 2.252211 0.3 -0.3 -0.4
H 2.960515 -1.715316 0.822611 -0.8 -0.7 0.9
H 0.296015 -4.686316 2.305111 -0.4 0.3 -0.1
H -1.094585 -4.372816 1.187311 0.6 -0.3 1.0
H -0.683285 -3.172516 2.480711 0.1 -0.4 -0.4
H 2.153215 -5.031416 -0.091589 -0.2 0.2 -0.4
H 2.272315 -3.723916 -1.339789 -0.4 -0.3 0.4
H 0.764915 -4.721116 -1.213089 0.5 0.1 0.2
N -3.502785 -3.081616 -0.124789 0.1 -0.4 0.1
C -2.212385 -2.635916 -0.068289 -0.3 -0.2 -0.3
N -2.141485 -1.332616 -0.211889 -0.5 -0.6 -0.1
C -3.441685 -0.916316 -0.367989 -1.0 1.5 -0.2
C -3.955285 0.374284 -0.558789 -1.3 0.0 -0.2
C -5.340785 0.533084 -0.692489 0.8 -0.2 0.1
C -6.196485 -0.570416 -0.637289 -0.1 -0.7 0.1
C -5.702585 -1.866716 -0.447489 0.0 0.7 -0.1
C -4.318185 -1.995716 -0.317289 -0.5 0.0 -0.1
H -3.802785 -4.041416 -0.039689 0.2 0.2 0.0
H -1.373585 -3.303116 0.078111 -0.9 0.7 -0.6
H -3.284685 1.225084 -0.600489 -0.3 -0.1 -0.1
H -5.751885 1.528784 -0.840989 0.1 -0.2 0.0
H -7.268885 -0.418916 -0.744089 0.2 -0.1 0.0
H -6.367985 -2.721716 -0.404889 0.1 0.0 0.0
C 3.774615 -0.946616 -1.281189 0.4 -3.2 1.6
S 2.781915 0.426084 -0.646089 6.5 -5.1 -2.3
C 3.774615 0.694484 0.842311 0.0 0.0 0.1
O 1.460715 -0.135816 -0.211889 7.3 0.3 0.1
H 4.787715 -0.596616 -1.492589 -0.3 0.3 0.1
H 3.317315 -1.308616 -2.205089 -0.2 0.2 0.1
H 3.802515 -1.757016 -0.548989 0.8 -1.1 -0.5
H 4.787715 0.987284 0.557011 -0.2 0.0 -0.1
H 3.802515 -0.218416 1.441911 0.1 0.2 0.1
H 3.317315 1.497184 1.425611 0.0 0.0 0.0
H -1.884385 0.874084 -0.211889 2.9 0.0 0.2
```
Positions in Å, forces in eV/Å.

=====

[2]
This record from the Open Molecules 2025 dataset describes a molecular structure, C34H42BN6O6RuS. The level of theory is ωB97M-V/def2-TZVPD.

Multiplicity: 2
Gap between HOMO and LUMO (spin up / spin down) (eV): 7.388 / 7.229
Energy above the lowest of the compared OMol25 structures with the same formula, charge and spin (kJ/mol): 0.00
Highest occupied orbital energy (spin up / spin down) (eV): -7.787 / -7.768

XYZ file:
```
91
Properties=species:S:1:pos:R:3:forces:R:3
Ru 1.072627 -0.011103 -0.089794 0.6 0.1 0.4
B 4.289908 1.023655 -0.212543 0.0 0.0 0.0
N 3.917944 0.002182 0.906477 0.0 0.0 0.0
C 4.776775 -0.567992 1.758257 0.0 0.0 0.0
C 4.078748 -1.408450 2.607566 0.0 0.0 0.0
C 2.757747 -1.292794 2.188427 0.0 0.0 0.0
N 2.669451 -0.420257 1.185065 0.1 0.1 0.0
N 3.561992 0.635665 -1.540084 0.1 -0.2 0.0
C 4.084759 0.745621 -2.767617 0.1 -0.1 0.0
C 3.164307 0.295933 -3.695506 0.0 0.0 0.0
C 2.063498 -0.086347 -2.935493 0.0 0.0 0.0
N 2.321844 0.116883 -1.645909 0.1 0.4 -0.2
H 4.012290 2.148285 0.123530 -0.1 0.0 0.0
H 5.472034 0.898292 -0.406949 0.0 0.1 0.0
H 5.828269 -0.348491 1.687532 0.0 0.0 0.0
H 4.473452 -2.037098 3.385764 0.0 0.0 0.0
H 1.886766 -1.840559 2.505132 0.0 0.0 0.0
H 5.086965 1.119522 -2.890109 0.0 0.0 0.0
H 3.275069 0.245694 -4.763762 0.0 0.0 0.0
H 1.104052 -0.472804 -3.233018 0.0 0.0 0.0
O -1.049268 -1.699207 -0.387938 -0.2 -0.4 0.0
N -0.638633 -2.594032 -1.131750 -0.1 0.2 0.0
N 0.653209 -2.712961 -1.124981 0.1 0.0 -0.1
O 1.393701 -2.018961 -0.263235 -0.3 0.0 0.1
C 1.301249 -3.638720 -1.983703 0.0 0.0 0.0
C 0.565344 -4.578921 -2.698437 0.0 0.0 0.0
C 1.232265 -5.453551 -3.538665 0.0 0.0 0.0
C 2.614880 -5.400870 -3.666458 0.0 0.0 0.0
C 3.332205 -4.460483 -2.944062 0.0 0.0 0.0
C 2.682474 -3.573680 -2.097695 0.0 0.0 0.0
H -0.508564 -4.615073 -2.594285 0.0 0.0 0.0
H 0.663981 -6.186317 -4.096869 0.0 0.0 0.0
H 3.126947 -6.090064 -4.324826 0.0 0.0 0.0
H 4.409276 -4.409120 -3.037578 0.0 0.0 0.0
H 3.223722 -2.831145 -1.529925 0.0 0.0 0.0
C -3.952879 -1.819855 6.798247 0.0 0.0 0.0
C -2.954636 -1.394711 5.759207 0.0 0.0 0.0
C -3.329038 -1.230594 4.435203 0.0 0.0 0.0
C -2.430707 -0.832984 3.449439 0.0 0.0 0.1
C -2.929693 -0.684539 2.045985 0.0 0.0 0.0
C -1.097514 -0.583935 3.839763 0.0 0.1 0.0
C -0.080828 -0.151973 2.892218 0.0 0.2 0.1
O -0.228556 -0.069398 1.680607 -0.2 -0.3 -0.2
C -0.698571 -0.736577 5.187923 0.0 0.0 0.0
C 0.717657 -0.484271 5.649757 0.0 0.0 0.0
C -1.631719 -1.146803 6.119899 0.0 0.0 0.0
H -4.894834 -2.121583 6.343741 0.0 0.0 0.0
H -4.157397 -1.000258 7.490007 0.0 0.0 0.0
H -3.570116 -2.654328 7.387142 0.0 0.0 0.0
H -4.356567 -1.422617 4.149269 0.0 0.0 0.0
H -3.997588 -0.898138 2.015465 0.0 0.0 0.0
H -2.410684 -1.348183 1.354384 0.0 0.0 0.0
H -2.753272 0.314855 1.649709 0.0 0.0 0.0
H 0.883270 0.144618 3.324062 0.0 -0.1 0.0
H 1.438974 -1.122451 5.137135 0.0 0.0 0.0
H 0.797053 -0.683769 6.716762 0.0 0.0 0.0
H 1.024832 0.550159 5.485884 0.0 0.0 0.0
H -1.328999 -1.277204 7.152938 0.0 0.0 0.0
C 2.192138 4.120171 1.387528 0.0 0.0 0.0
S 1.287746 2.599191 1.587870 0.0 0.0 -0.1
C -0.347972 3.271627 1.819650 0.0 0.0 0.0
O 1.279581 2.028701 0.163912 0.0 0.2 0.0
H 1.775814 4.651121 0.532535 0.0 0.0 0.0
H 3.232135 3.862168 1.207622 0.0 0.0 0.0
H 2.089022 4.703120 2.302514 0.0 0.0 0.0
H -0.463700 3.546326 2.868427 0.0 0.0 0.0
H -1.037421 2.477507 1.527511 0.0 0.0 0.0
H -0.488528 4.131312 1.166245 0.0 0.0 0.0
C -4.230357 3.135709 -5.936174 0.0 0.0 0.0
C -3.475032 2.622068 -4.739640 0.0 0.0 0.0
C -2.785761 3.485704 -3.900989 0.0 0.0 0.0
C -2.109334 3.021238 -2.778316 0.0 0.0 0.0
C -1.382570 3.985638 -1.876803 0.0 0.0 0.0
C -2.110501 1.655292 -2.500623 0.0 0.0 0.0
C -2.778181 0.761018 -3.340560 0.0 0.0 0.0
C -2.768744 -0.717020 -3.068650 0.0 0.0 0.0
C -3.459382 1.264480 -4.441822 0.0 0.0 0.0
C -1.376389 1.192406 -1.264801 0.2 0.1 -0.1
O -1.813185 1.475075 -0.154127 0.0 0.0 0.1
O -0.262388 0.593078 -1.515474 -0.3 -0.3 0.0
H -3.968533 4.171155 -6.152801 0.0 0.0 0.0
H -5.308275 3.093084 -5.765527 0.0 0.0 0.0
H -4.016981 2.538332 -6.823743 0.0 0.0 0.0
H -2.772614 4.547992 -4.123229 0.0 0.0 0.0
H -1.329999 4.974852 -2.331350 0.0 0.0 0.0
H -0.366079 3.640687 -1.671210 0.0 0.0 0.0
H -1.899698 4.069588 -0.918857 0.0 0.0 0.0
H -1.749863 -1.100985 -3.041938 0.0 0.0 0.0
H -3.322374 -1.253447 -3.838941 0.0 0.0 0.0
H -3.207826 -0.947671 -2.096631 0.0 0.0 0.0
H -3.984242 0.572258 -5.092916 0.0 0.0 0.0
```
Positions in Å, forces in eV/Å.

=====

[3]
This record from the Open Molecules 2025 dataset describes a gas-phase ion, C16H22NO2S (charge +1). The level of theory is ωB97M-V/def2-TZVPD.

SMILES: COc1ccc(CC[NH2+]Cc2ccc(C)s2)cc1OC
Gap between HOMO and LUMO (eV): 8.672
Energy above the lowest of the compared OMol25 structures with the same formula, charge and spin (kJ/mol): 3.32
Highest occupied orbital energy (eV): -11.175
Total charge: +1

XYZ file:
```
42
Properties=species:S:1:pos:R:3:forces:R:3
C 3.822928 2.230053 -1.369631 0.2 0.1 -0.2
O 2.731746 2.023793 -0.498310 -0.3 -0.2 0.3
C 2.413447 0.758959 -0.119210 0.0 0.1 0.0
C 3.023139 -0.376245 -0.643042 0.0 0.2 0.0
C 2.638676 -1.655306 -0.274901 -0.1 0.0 0.1
C 1.649710 -1.838371 0.673391 0.0 0.1 0.1
C 1.083007 -3.198467 0.979843 0.0 0.2 -0.1
C -0.099058 -3.447501 0.028742 0.4 -0.6 0.0
N -1.046618 -2.312832 0.143212 0.2 0.2 0.3
C -1.788707 -1.896710 -1.087432 -0.3 0.3 -0.3
C -2.384077 -0.555512 -0.849243 -0.3 0.0 0.2
C -1.864284 0.662145 -1.173992 -0.1 -0.5 0.0
C -2.652000 1.733190 -0.706567 -0.3 0.1 0.2
C -3.754761 1.339123 -0.012228 0.2 -0.3 0.0
C -4.800746 2.178551 0.618852 -0.2 0.0 0.1
S -3.851624 -0.387885 0.073276 0.4 0.3 -0.4
C 1.049936 -0.706537 1.232905 0.7 0.3 0.1
C 1.405682 0.589799 0.857166 -0.2 0.0 0.0
O 0.682336 1.548703 1.477986 0.1 -0.5 -0.2
C 1.017087 2.921357 1.385285 0.0 0.6 0.0
H 3.916691 3.310518 -1.460602 0.0 -0.1 0.0
H 3.635111 1.800189 -2.357752 0.0 0.0 0.0
H 4.748210 1.819727 -0.956798 0.0 0.0 0.0
H 3.809474 -0.267816 -1.371141 0.1 0.1 -0.1
H 3.126548 -2.504901 -0.725489 0.1 -0.1 -0.1
H 0.747961 -3.253453 2.016319 0.0 -0.1 0.1
H 1.829632 -3.974597 0.822181 -0.1 -0.1 0.0
H 0.269196 -3.479454 -0.998011 -0.1 0.1 0.0
H -0.602602 -4.388451 0.250037 -0.1 0.1 -0.1
H -0.444212 -1.489439 0.439692 -0.7 -0.4 -0.3
H -1.724567 -2.475057 0.893946 0.2 0.1 -0.1
H -2.549448 -2.645459 -1.316175 0.2 -0.1 0.0
H -1.072881 -1.845461 -1.910263 0.0 -0.1 0.1
H -0.959781 0.790855 -1.741267 0.2 0.0 -0.1
H -2.411087 2.765672 -0.880123 0.0 0.2 0.0
H -4.886088 1.958664 1.682663 0.0 0.1 0.0
H -4.557205 3.230445 0.495380 0.0 0.0 0.0
H -5.772921 1.989482 0.163634 0.0 0.1 0.0
H 0.373651 -0.781445 2.074949 -0.2 0.0 0.1
H 0.324867 3.422990 2.060004 0.1 0.0 0.0
H 0.882505 3.300255 0.371487 0.0 0.0 0.1
H 2.041124 3.106409 1.711226 -0.1 0.0 0.0
```
Positions in Å, forces in eV/Å.

=====

Asked for energy across the records above, the calculation gives -65769.200; -71257.735; -33362.445 eV in order.
Asked for M across the records above, the calculation gives 637.11; 774.70; 292.42 g/mol in order.